A molecular structure, C41H53F4N8O6P2Zr in a non-equilibrium geometry, computed with ωB97M-V/def2-TZVPD.

Last column: Löwdin charge in e.
Cartesian coordinates (Å):
1 Zr 0.15 0.10 -0.14  1.956
2 C -0.18 1.96 -3.11  -0.061
3 N 0.26 2.06 -1.70  -0.322
4 C -0.46 3.23 -1.14  -0.046
5 C 1.72 2.37 -1.71  -0.160
6 C 2.37 2.17 -0.33  -0.150
7 N 1.42 1.54 0.61  -0.181
8 C 1.12 2.30 1.75  -0.210
9 C -0.21 2.48 2.08  -0.156
10 F -1.10 1.86 1.24  -0.003
11 C -0.64 3.19 3.17  -0.199
12 F -1.95 3.28 3.41  0.134
13 C 0.29 3.79 4.00  0.112
14 C 1.63 3.62 3.70  -0.203
15 F 2.55 4.14 4.49  0.145
16 C 2.05 2.88 2.60  -0.151
17 F 3.35 2.68 2.39  0.117
18 H 0.02 2.90 -3.63  0.114
19 H 0.35 1.17 -3.63  0.077
20 H -1.26 1.77 -3.15  0.096
21 H -0.35 4.08 -1.82  0.113
22 H -1.52 3.01 -1.03  0.099
23 H -0.04 3.52 -0.18  0.084
24 H 2.19 1.74 -2.46  0.093
25 H 1.86 3.40 -2.06  0.141
26 H 3.27 1.56 -0.42  0.107
27 H 2.69 3.13 0.07  0.130
28 H -0.02 4.37 4.86  0.160
29 C -4.06 0.16 1.69  -0.046
30 C -2.73 -0.19 1.53  -0.088
31 N -2.18 -0.31 0.31  0.004
32 C -3.00 -0.15 -0.73  -0.186
33 C -4.30 0.31 -0.55  -0.023
34 N -4.83 0.47 0.66  0.152
35 C -2.48 -0.56 -2.05  -0.198
36 C -3.31 -0.83 -3.11  0.081
37 C -2.78 -1.31 -4.31  -0.093
38 C -1.40 -1.50 -4.35  0.082
39 C -0.63 -1.21 -3.24  -0.207
40 N -1.14 -0.74 -2.10  0.054
41 C 0.84 -1.33 -3.28  -0.202
42 C 1.52 -2.11 -4.22  -0.029
43 N 2.84 -2.13 -4.28  0.139
44 C 3.50 -1.39 -3.40  -0.060
45 C 2.84 -0.66 -2.43  -0.108
46 N 1.50 -0.62 -2.37  0.049
47 C -3.64 -1.61 -5.47  -0.181
48 C -3.19 -1.39 -6.76  -0.002
49 C -4.04 -1.68 -7.82  -0.099
50 N -5.25 -2.19 -7.66  0.101
51 C -5.68 -2.41 -6.42  -0.099
52 C -4.92 -2.14 -5.29  -0.002
53 H -4.50 0.22 2.68  0.134
54 H -2.08 -0.32 2.37  0.103
55 H -4.94 0.56 -1.39  0.134
56 H -4.38 -0.68 -3.03  0.127
57 H -0.94 -1.87 -5.25  0.127
58 H 0.98 -2.74 -4.91  0.132
59 H 4.58 -1.38 -3.47  0.131
60 H 3.39 -0.12 -1.67  0.101
61 H -2.22 -0.95 -6.96  0.117
62 H -3.72 -1.50 -8.84  0.123
63 H -6.67 -2.84 -6.32  0.123
64 H -5.31 -2.36 -4.31  0.117
65 C -1.46 -3.42 3.24  -0.031
66 C -0.01 -3.49 3.68  -0.381
67 C 0.21 -4.30 4.93  -0.016
68 O 0.45 -2.11 4.00  -0.155
69 P 0.90 -0.92 3.13  0.509
70 O 0.04 -0.70 1.89  -0.405
71 C 2.59 -1.17 2.57  -0.175
72 P 2.68 -1.97 0.97  0.501
73 O 1.74 -1.27 0.00  -0.423
74 O 4.10 -1.85 0.37  -0.166
75 C 5.44 -2.21 0.91  -0.361
76 C 5.39 -3.41 1.82  -0.027
77 C 6.04 -0.98 1.55  -0.025
78 O 2.26 -3.44 1.23  -0.172
79 C 1.88 -4.46 0.22  -0.354
80 C 2.79 -4.42 -0.98  -0.020
81 C 0.42 -4.29 -0.13  -0.016
82 O 0.85 0.32 4.04  -0.158
83 C 1.15 0.46 5.50  -0.353
84 C 2.43 -0.26 5.86  -0.027
85 C -0.06 0.04 6.30  -0.017
86 H -1.82 -4.43 3.06  0.105
87 H -1.58 -2.84 2.33  0.057
88 H -2.07 -2.98 4.03  0.102
89 H 0.63 -3.85 2.88  0.113
90 H -0.40 -3.91 5.75  0.098
91 H 1.25 -4.29 5.23  0.093
92 H -0.09 -5.33 4.75  0.104
93 H 3.17 -1.69 3.33  0.092
94 H 3.03 -0.17 2.42  0.092
95 H 5.99 -2.46 0.00  0.152
96 H 4.86 -3.20 2.75  0.083
97 H 6.41 -3.68 2.08  0.111
98 H 4.93 -4.28 1.35  0.081
99 H 5.53 -0.72 2.48  0.080
100 H 6.01 -0.13 0.87  0.092
101 H 7.08 -1.18 1.79  0.107
102 H 2.03 -5.39 0.77  0.157
103 H 2.67 -3.48 -1.54  0.066
104 H 2.52 -5.24 -1.65  0.111
105 H 3.84 -4.54 -0.71  0.088
106 H 0.26 -3.39 -0.73  0.067
107 H -0.21 -4.23 0.77  0.071
108 H 0.09 -5.15 -0.71  0.108
109 H 1.30 1.53 5.58  0.134
110 H 2.31 -1.35 5.78  0.084
111 H 2.67 -0.04 6.90  0.110
112 H 3.27 0.08 5.25  0.089
113 H -0.22 -1.03 6.25  0.080
114 H -0.95 0.56 5.96  0.093
115 H 0.11 0.31 7.35  0.108

Highest occupied orbital energy = -15.54 eV
Total charge = +3
Largest force on an atom = 0.0200 hartree/bohr
HOMO-LUMO gap = 0.2494 Eh
Energy relative to the best compared isomer or geometry (same formula, charge and spin) = 12.06 kcal per mole
LUMO energy = -8.756 eV
Calculated total energy = -3612.361192 Eh